# 1
Molecular formula: C42H108N7O12
Method: DFT, ωB97M-V with the def2-TZVPD basis set

```
! wB97M-V def2-TZVPD RIJCOSX def2/J DEFGRID3
* xyz 5 1
C 0.165 -2.262 0.415
O 0.747 -2.631 1.627
C 1.911 -3.417 1.486
C 3.157 -2.618 1.116
N 3.560 -1.626 2.232
H 2.948 -0.823 2.208
H 3.464 -2.136 3.099
C 4.963 -1.174 2.325
C 5.182 -0.291 3.543
O 4.318 0.815 3.482
C 4.583 1.825 2.537
H -0.530 -1.451 0.633
H -0.360 -3.058 -0.113
H 0.871 -1.802 -0.275
H 1.656 -4.170 0.741
H 2.031 -3.807 2.496
H 3.068 -1.994 0.227
H 3.986 -3.291 0.895
H 5.117 -0.612 1.404
H 5.561 -2.077 2.449
H 6.194 0.104 3.633
H 4.886 -0.794 4.463
H 5.469 2.411 2.783
H 3.763 2.539 2.612
H 4.625 1.492 1.500
C -1.963 6.519 -6.370
O -0.626 6.068 -6.146
C 0.083 6.423 -7.349
C 1.589 6.059 -7.137
N 1.702 4.542 -6.989
H 1.031 4.266 -6.285
H 1.334 4.120 -7.830
C 3.067 3.984 -6.648
C 3.779 4.647 -5.496
O 2.863 4.726 -4.421
C 3.519 4.898 -3.151
H -2.090 7.540 -6.729
H -2.554 6.382 -5.465
H -2.591 5.959 -7.063
H -0.002 7.501 -7.486
H -0.262 5.901 -8.242
H 1.931 6.497 -6.200
H 2.152 6.386 -8.012
H 3.711 3.917 -7.524
H 2.792 3.023 -6.214
H 4.110 5.623 -5.851
H 4.623 4.000 -5.258
H 4.054 3.999 -2.844
H 2.735 5.000 -2.401
H 3.991 5.873 -3.029
C -0.424 -6.515 -1.103
O -1.635 -5.894 -1.516
C -2.416 -6.659 -2.400
C -3.318 -5.861 -3.282
N -3.603 -4.499 -2.659
H -4.194 -4.587 -1.844
H -2.703 -4.176 -2.333
C -4.164 -3.422 -3.680
C -3.920 -2.021 -3.050
O -2.492 -1.860 -2.808
C -2.262 -0.683 -2.058
H 0.090 -6.040 -0.268
H 0.265 -6.542 -1.947
H -0.613 -7.489 -0.650
H -2.999 -7.289 -1.728
H -1.840 -7.404 -2.948
H -4.281 -6.352 -3.425
H -2.898 -5.715 -4.277
H -5.220 -3.578 -3.903
H -3.537 -3.519 -4.566
H -4.425 -1.944 -2.087
H -4.284 -1.119 -3.541
H -2.779 0.194 -2.448
H -1.213 -0.426 -2.206
H -2.520 -0.696 -1.000
C -7.133 -0.992 3.110
C -5.640 -0.890 3.523
N -4.783 0.170 2.819
C -5.277 1.590 3.228
C -3.332 0.105 3.358
C -2.658 -1.289 3.085
C -4.825 0.058 1.229
C -3.981 1.167 0.473
O -4.530 2.424 0.693
C -4.026 3.389 -0.227
H -7.182 -1.372 2.090
H -7.540 0.018 3.058
H -7.770 -1.464 3.858
H -5.263 -1.884 3.284
H -5.563 -0.778 4.605
H -6.247 1.832 2.793
H -4.498 2.269 2.881
H -5.334 1.629 4.315
H -3.294 0.337 4.422
H -2.882 0.940 2.821
H -3.074 -2.176 3.562
H -1.658 -1.316 3.516
H -2.602 -1.496 2.017
H -5.850 0.119 0.864
H -4.514 -0.903 0.820
H -4.083 0.905 -0.580
H -2.906 1.033 0.590
H -2.970 3.386 0.043
H -4.305 4.439 -0.133
H -4.066 3.030 -1.256
C 4.084 0.757 -2.550
C 2.970 1.027 -3.595
N 2.394 -0.209 -4.319
C 3.576 -1.074 -4.757
C 1.541 -1.053 -3.404
C 0.975 -2.358 -4.022
C 1.700 0.249 -5.632
C 0.397 1.077 -5.416
O 0.679 2.371 -4.978
C -0.322 3.019 -4.143
H 5.010 0.573 -3.094
H 3.907 -0.146 -1.965
H 4.080 1.611 -1.872
H 3.275 1.683 -4.410
H 2.214 1.554 -3.012
H 4.200 -1.357 -3.909
H 4.192 -0.544 -5.484
H 3.240 -1.979 -5.264
H 0.787 -0.350 -3.050
H 2.163 -1.407 -2.582
H 0.488 -2.255 -4.991
H 0.333 -3.028 -3.449
H 1.829 -2.984 -4.281
H 1.425 -0.636 -6.205
H 2.466 0.770 -6.207
H -0.379 0.656 -4.777
H -0.029 1.177 -6.414
H 0.232 3.805 -3.629
H -0.853 2.424 -3.399
H -1.040 3.464 -4.832
C 3.408 -0.960 8.148
C 1.972 -0.270 8.206
N 0.810 -1.261 8.138
C 0.858 -2.297 9.322
C -0.483 -0.476 8.331
C -0.774 -0.034 9.825
C 0.830 -2.002 6.762
C 1.040 -1.120 5.535
O 0.303 0.066 5.489
C 0.365 0.638 4.199
H 4.226 -0.240 8.112
H 3.410 -1.356 7.133
H 3.598 -1.734 8.891
H 1.863 0.384 7.341
H 1.894 0.331 9.112
H 1.709 -2.901 9.008
H 0.015 -2.979 9.212
H 0.903 -1.897 10.335
H -1.256 -1.208 8.095
H -0.483 0.300 7.565
H 0.155 0.215 10.338
H -1.298 -0.846 10.329
H -1.459 0.797 9.997
H -0.156 -2.455 6.667
H 1.576 -2.789 6.873
H 0.565 -1.741 4.775
H 2.062 -1.086 5.157
H -0.423 0.272 3.540
H 1.370 0.645 3.777
H -0.050 1.639 4.321
N 0.692 1.111 0.156
O 1.731 1.059 0.705
O -0.370 0.932 0.752
O 0.724 1.248 -1.019
*
```

- HOMO-LUMO gap (eV) = 8.565
- largest force on an atom (hartree/bohr) = 0.129
- ΔE to the lowest compared entry with this formula, charge and spin (kcal/mol) = 97.4
- HOMO (eV) = -17.69



# 2
Molecular formula: C6H15ClLi2NO2
Method: DFT, ωB97M-V with the def2-TZVPD basis set

```
! wB97M-V def2-TZVPD RIJCOSX def2/J DEFGRID3
* xyz 1 1
Li -0.828 -2.151 1.451
Li -4.542 -4.624 0.153
Cl -2.822 -3.116 0.824
C 3.677 -1.539 -1.516
O 2.563 -0.808 -1.051
C 2.357 -1.004 0.319
C 1.130 -0.172 0.653
N -0.069 -0.644 -0.100
C -1.265 0.128 0.325
C -1.324 1.554 -0.228
O -2.631 2.005 -0.046
C -2.739 3.377 0.270
H 3.713 -1.455 -2.596
H 3.604 -2.610 -1.283
H 4.588 -1.192 -1.019
H 3.233 -0.676 0.888
H 2.251 -2.072 0.557
H 1.452 0.791 0.232
H 0.924 -0.067 1.717
H 0.183 -0.410 -1.055
H -1.396 0.089 1.409
H -2.107 -0.392 -0.140
H -0.969 1.593 -1.264
H -0.636 2.217 0.318
H -3.724 3.574 0.688
H -2.558 3.996 -0.606
H -2.063 3.607 1.102
*
```

- HOMO-LUMO gap (eV) = 8.536
- largest force on an atom (hartree/bohr) = 0.041
- ΔE to the lowest compared entry with this formula, charge and spin (kcal/mol) = 18.6
- HOMO (eV) = -12.38



# 3
Molecular formula: C12H17FeIN2
Method: DFT, ωB97M-V with the def2-TZVPD basis set

```
! wB97M-V def2-TZVPD RIJCOSX def2/J DEFGRID3
* xyz 0 5
C -1.074 0.736 -2.459
C -1.058 -0.736 -2.419
H -2.101 0.951 -2.225
H -0.725 1.269 -3.361
H -0.603 1.155 -1.523
H -0.868 -1.020 -1.339
H -2.043 -1.128 -2.638
H -0.314 -1.196 -3.047
Fe 0.213 -0.096 0.544
C 1.764 -0.003 -0.785
H 2.295 -0.966 -0.628
H 2.485 0.759 -0.436
H 1.644 0.122 -1.879
I -2.145 0.128 1.574
N 0.686 1.472 1.602
C 1.198 0.861 2.821
C 1.341 1.607 3.960
C 1.716 0.895 5.121
C 1.899 -0.467 5.127
C 1.729 -1.248 3.968
C 1.735 -2.650 3.906
C 1.364 -3.257 2.738
C 0.935 -2.550 1.638
N 0.894 -1.221 1.718
C 1.379 -0.542 2.821
H -0.155 2.065 1.791
H 1.392 2.080 1.171
H 1.173 2.701 3.956
H 1.850 1.465 6.027
H 2.151 -1.003 6.052
H 2.015 -3.178 4.808
H 1.381 -4.334 2.637
H 0.647 -2.989 0.687
*
```

- HOMO-LUMO gap (spin up / spin down) (eV) = 6.191 / 6.916
- largest force on an atom (hartree/bohr) = 0.128
- ΔE to the lowest compared entry with this formula, charge and spin (kcal/mol) = 33.1
- ⟨S²⟩ = 6.02
- HOMO (spin up / spin down) (eV) = -7.06 / -7.96



# 4
Molecular formula: C25H32Cl2F18O12
Method: DFT, ωB97M-V with the def2-TZVPD basis set

```
! wB97M-V def2-TZVPD RIJCOSX def2/J DEFGRID3
* xyz 0 1
C 2.380 3.747 -4.333
C 2.007 2.604 -5.365
O 0.534 2.601 -5.612
C 0.058 3.430 -6.507
O 0.599 4.118 -7.293
C -1.500 3.272 -6.328
F -1.897 2.055 -5.929
F -1.778 4.141 -5.315
F -2.228 3.585 -7.404
H 1.797 4.531 -4.795
H 3.464 3.894 -4.337
H 2.006 3.652 -3.303
H 2.191 1.607 -4.981
H 2.540 2.821 -6.259
C -3.224 -0.210 2.782
C -2.110 0.537 2.087
O -0.910 0.475 2.904
C -0.133 -0.548 2.669
O -0.201 -1.391 1.821
C 1.013 -0.602 3.700
F 0.928 -1.695 4.470
F 2.167 -0.691 3.051
F 0.991 0.453 4.487
H -3.050 -1.298 2.785
H -4.223 -0.040 2.415
H -3.284 0.009 3.851
H -2.342 1.600 2.119
H -1.943 0.243 1.069
C -5.402 -1.327 -2.696
C -4.704 -1.252 -1.347
O -3.225 -1.127 -1.565
C -2.904 0.091 -1.815
O -3.584 1.053 -1.993
C -1.438 0.153 -2.118
F -0.882 -1.088 -2.268
F -1.093 0.936 -3.102
F -0.790 0.652 -1.031
H -6.467 -1.484 -2.542
H -5.086 -2.183 -3.323
H -5.229 -0.421 -3.293
H -4.776 -2.148 -0.736
H -5.015 -0.407 -0.742
C 1.215 -4.913 -1.167
C 2.696 -5.305 -1.194
O 2.979 -6.673 -1.582
C 2.973 -7.487 -0.553
O 2.753 -7.169 0.591
C 3.274 -8.889 -0.978
F 2.501 -9.754 -0.315
F 3.069 -9.133 -2.302
F 4.573 -9.184 -0.696
H 0.658 -5.178 -2.070
H 1.091 -3.828 -1.043
H 0.796 -5.444 -0.294
H 3.201 -4.998 -0.251
H 3.003 -4.682 -2.004
C 3.182 -0.862 -0.018
C 2.346 0.282 -0.576
O 1.956 1.061 0.591
C 1.734 2.347 0.277
O 1.601 2.825 -0.799
C 1.699 3.123 1.565
F 0.356 3.301 1.902
F 2.281 2.478 2.592
F 2.246 4.324 1.325
H 2.601 -1.489 0.676
H 4.035 -0.502 0.538
H 3.560 -1.433 -0.865
H 1.512 -0.065 -1.191
H 2.949 0.940 -1.205
C -1.062 3.306 4.879
C -2.081 3.074 6.015
O -3.452 2.904 5.429
C -4.074 4.072 5.213
O -3.682 5.223 5.479
C -5.423 3.885 4.626
F -5.756 4.934 3.892
F -5.485 2.807 3.882
F -6.361 3.724 5.563
H -0.959 2.482 4.207
H -0.100 3.563 5.292
H -1.374 4.248 4.372
H -2.122 3.984 6.612
H -1.945 2.156 6.626
Cl 6.002 -3.053 -0.041
C 6.841 -1.681 0.732
Cl 6.766 -0.208 -0.235
H 6.306 -1.518 1.669
H 7.868 -1.937 0.963
*
```

- HOMO-LUMO gap (eV) = 11.559
- largest force on an atom (hartree/bohr) = 0.076
- SMILES = CCOC(=O)C(F)(F)F.CCOC(=O)C(F)(F)F.CCOC(=O)C(F)(F)F.CCOC(=O)C(F)(F)F.CCOC(=O)C(F)(F)F.CCOC(=O)C(F)(F)F.ClCCl
- HOMO (eV) = -11.25



# 5
Molecular formula: C2H2N2O2S
Method: DFT, ωB97M-V with the def2-TZVPD basis set

```
! wB97M-V def2-TZVPD RIJCOSX def2/J DEFGRID3
* xyz 0 1
N -0.764 2.233 1.450
C -0.200 1.726 0.571
C 0.548 0.849 -0.378
O -0.407 -0.188 -0.696
S -0.385 -1.743 -0.046
N 0.801 -2.548 0.080
O -1.758 -1.911 0.246
H 0.688 1.256 -1.387
H 1.477 0.326 0.162
*
```

- HOMO-LUMO gap (eV) = 10.338
- largest force on an atom (hartree/bohr) = 0.053
- ΔE to the lowest compared entry with this formula, charge and spin (kcal/mol) = 97.7
- SMILES = N#CCOS(#N)=O
- HOMO (eV) = -11.40



# 6
Molecular formula: C22H40ClNO2P
Method: DFT, ωB97M-V with the def2-TZVPD basis set

```
! wB97M-V def2-TZVPD RIJCOSX def2/J DEFGRID3
* xyz -1 1
C 1.608 -0.372 1.157
C 0.673 -1.327 0.991
P -0.964 -1.235 -0.061
C -0.798 0.691 -0.333
C -1.303 -3.123 0.122
C -1.572 -3.956 -1.153
C -2.873 -4.789 -1.076
C -1.991 -0.721 1.531
C -2.453 -1.696 2.616
C -1.416 -2.514 3.363
Cl -0.307 -1.508 4.354
C 0.283 -1.598 -1.599
C 1.465 -2.485 -1.371
O 1.479 -3.692 -1.255
O 2.665 -1.812 -1.397
C -2.536 -1.126 -1.238
C -2.480 -0.586 -2.518
C -3.624 -0.559 -3.305
C -4.797 -1.069 -2.776
N -4.901 -1.562 -1.548
C -3.781 -1.583 -0.817
H 1.313 0.616 1.503
H 2.674 -0.504 0.970
H 0.884 -2.291 1.466
H -0.338 1.006 -1.271
H -0.332 1.227 0.493
H -1.823 1.074 -0.371
H -0.486 -3.628 0.641
H -2.182 -3.319 0.739
H -1.645 -3.377 -2.074
H -0.773 -4.680 -1.303
H -3.097 -5.105 -0.056
H -3.714 -4.226 -1.487
H -2.784 -5.679 -1.707
H -2.862 -0.104 1.279
H -1.338 -0.015 2.057
H -2.956 -1.108 3.397
H -3.233 -2.395 2.294
H -0.815 -3.160 2.730
H -1.927 -3.158 4.079
H 0.752 -0.664 -1.913
H -0.203 -2.004 -2.487
H 3.290 -2.391 -0.940
H -1.544 -0.197 -2.900
H -3.599 -0.165 -4.314
H -5.696 -1.074 -3.384
H -3.892 -2.011 0.173
C 3.070 2.026 -0.665
C 3.575 2.664 0.625
C 2.568 3.627 1.254
C 2.208 4.836 0.389
C 3.393 5.705 -0.029
C 4.129 6.338 1.149
H 2.890 2.772 -1.443
H 3.798 1.314 -1.056
H 2.140 1.489 -0.485
H 4.525 3.176 0.440
H 3.790 1.873 1.348
H 2.957 3.969 2.218
H 1.649 3.078 1.479
H 1.491 5.455 0.939
H 1.684 4.497 -0.508
H 3.026 6.500 -0.684
H 4.097 5.119 -0.626
H 3.452 6.958 1.742
H 4.946 6.974 0.802
H 4.559 5.582 1.807
*
```

- HOMO-LUMO gap (eV) = 7.078
- largest force on an atom (hartree/bohr) = 0.033
- HOMO (eV) = -4.26



# 7
Molecular formula: C5H13NO2
Method: DFT, ωB97M-V with the def2-TZVPD basis set

```
! wB97M-V def2-TZVPD RIJCOSX def2/J DEFGRID3
* xyz 0 1
C -0.332 -3.187 1.553
C 0.296 -2.324 0.774
C 0.028 -0.822 0.843
C 0.278 -0.117 -0.426
C 0.203 1.220 -0.535
N 0.879 1.942 -1.521
H -0.281 -4.266 1.540
H -0.999 -2.793 2.314
H 0.941 -2.654 -0.032
H -1.024 -0.710 1.166
H 0.468 -0.412 1.759
H 0.690 -0.631 -1.286
H -0.116 1.885 0.260
H 0.532 2.849 -1.752
H 1.584 1.464 -2.045
O 2.431 -0.748 -5.477
H 1.906 -0.742 -4.673
H 2.953 -1.552 -5.401
O -3.273 3.574 4.406
H -4.195 3.539 4.209
H -2.967 4.486 4.322
*
```

- HOMO-LUMO gap (eV) = 8.497
- largest force on an atom (hartree/bohr) = 0.044
- ΔE to the lowest compared entry with this formula, charge and spin (kcal/mol) = 67.2
- SMILES = C=CC/C=C/N.O.O
- HOMO (eV) = -7.84



# 8
Molecular formula: C4H4HgO
Method: DFT, ωB97M-V with the def2-TZVPD basis set

```
! wB97M-V def2-TZVPD RIJCOSX def2/J DEFGRID3
* xyz 2 3
H 1.327 -0.187 -0.862
C 0.477 0.779 2.593
C 0.132 0.212 1.562
C -0.232 -0.454 0.432
C 0.195 -0.042 -0.926
O -0.326 -0.728 -1.940
H 0.797 1.258 3.511
H -0.955 -1.276 0.520
H 0.105 1.064 -1.069
Hg -1.520 -0.625 -3.823
*
```

- HOMO-LUMO gap (spin up / spin down) (eV) = 6.924 / 7.614
- largest force on an atom (hartree/bohr) = 0.033
- ΔE to the lowest compared entry with this formula, charge and spin (kcal/mol) = 0.0
- ⟨S²⟩ = 2.01
- HOMO (spin up / spin down) (eV) = -18.58 / -20.42



# 9
Molecular formula: CHCsLiO2
Method: DFT, ωB97M-V with the def2-TZVPD basis set

```
! wB97M-V def2-TZVPD RIJCOSX def2/J DEFGRID3
* xyz 0 2
O -0.688 1.881 1.012
C -0.625 0.765 0.494
O 0.392 0.019 0.415
Li 1.359 1.574 1.447
H -1.502 -1.554 -1.231
Cs 1.063 -2.685 -2.138
*
```

- HOMO-LUMO gap (spin up / spin down) (eV) = 4.363 / 3.974
- largest force on an atom (hartree/bohr) = 0.030
- ΔE to the lowest compared entry with this formula, charge and spin (kcal/mol) = 31.7
- ⟨S²⟩ = 0.76
- HOMO (spin up / spin down) (eV) = -5.11 / -4.95



# 10
Molecular formula: C3H5NS2
Method: DFT, ωB97M-V with the def2-TZVPD basis set

```
! wB97M-V def2-TZVPD RIJCOSX def2/J DEFGRID3
* xyz 0 1
C -1.142 1.011 0.029
C 0.328 0.658 -0.060
S 0.732 -0.511 -1.420
C 0.737 -1.791 -0.178
N 0.997 -1.585 1.033
S 1.086 0.004 1.451
H -1.771 0.224 0.532
H -1.228 2.104 0.417
H -1.331 1.121 -1.087
H 0.857 1.573 -0.245
H 0.735 -2.808 -0.471
*
```

- HOMO-LUMO gap (eV) = 9.096
- largest force on an atom (hartree/bohr) = 0.042
- ΔE to the lowest compared entry with this formula, charge and spin (kcal/mol) = 26.9
- SMILES = C[C@@H]1SC=NS1
- HOMO (eV) = -8.48



# 11
Molecular formula: CHN4
Method: DFT, ωB97M-V with the def2-TZVPD basis set

```
! wB97M-V def2-TZVPD RIJCOSX def2/J DEFGRID3
* xyz -1 1
C -1.104 -0.138 0.038
N 1.784 -0.244 -0.760
N -2.049 -0.507 -0.537
N 2.260 -0.741 0.329
N 1.518 0.594 0.158
H -0.136 0.069 0.526
*
```

- HOMO-LUMO gap (spin up / spin down) (eV) = 6.887 / 6.785
- largest force on an atom (hartree/bohr) = 0.067
- ΔE to the lowest compared entry with this formula, charge and spin (kcal/mol) = 123.1
- HOMO (spin up / spin down) (eV) = -1.97 / -1.86



# 12
Molecular formula: C3H3NO3
Method: DFT, ωB97M-V with the def2-TZVPD basis set

```
! wB97M-V def2-TZVPD RIJCOSX def2/J DEFGRID3
* xyz 0 1
N 0.385 -0.587 -1.703
C 0.149 -0.192 -0.401
O -1.078 -0.334 0.179
C -1.232 0.220 1.407
O -0.363 0.765 2.023
C 1.370 0.349 -0.124
O 1.845 0.438 -1.357
H -0.363 -0.258 -2.340
H -2.265 0.063 1.738
H 1.983 0.478 0.758
*
```

- HOMO-LUMO gap (spin up / spin down) (eV) = 7.873 / 7.869
- largest force on an atom (hartree/bohr) = 0.011
- ΔE to the lowest compared entry with this formula, charge and spin (kcal/mol) = 123.1
- HOMO (spin up / spin down) (eV) = -8.51 / -8.52